Density functional theory data (ωB97M-V with the def2-TZVPD basis set) for a 3-piece molecular cluster, C15H33B3O7 overall.

energy relative to the best compared isomer or geometry (same formula, charge and spin) = 0.0 kJ/mol
highest occupied orbital energy = -10.3 eV
DFT total energy = -32459.895 eV
SMILES string = CCCCCCB1OBOB(C)O1.CCOC(C)=O.CCOC(C)=O

The geometry in ORCA input format:
```
! wB97M-V def2-TZVPD RIJCOSX def2/J DEFGRID3
* xyz 0 1
C -0.107 -3.390 -2.829
C 0.205 -2.616 -1.546
C 0.992 -1.319 -1.767
C 0.445 -0.342 -2.810
C -0.872 0.343 -2.419
C -2.139 -0.431 -2.801
B -3.494 0.274 -2.511
O -3.676 1.130 -1.421
B -4.861 1.007 -0.730
O -5.918 0.319 -1.284
B -5.714 -0.403 -2.459
C -6.579 -1.641 -2.836
O -4.640 -0.008 -3.243
H 0.793 -3.841 -3.254
H -0.808 -4.202 -2.621
H -0.573 -2.764 -3.590
H 0.784 -3.277 -0.894
H -0.724 -2.404 -1.012
H 2.016 -1.586 -2.053
H 1.044 -0.791 -0.810
H 1.201 0.440 -2.936
H 0.338 -0.825 -3.786
H -0.909 1.310 -2.929
H -0.871 0.517 -1.341
H -2.115 -0.725 -3.856
H -2.190 -1.373 -2.235
H -4.969 1.479 0.358
H -5.957 -2.533 -2.699
H -6.841 -1.619 -3.896
H -7.475 -1.755 -2.229
C 0.434 2.482 3.652
C 0.563 2.393 2.147
O 0.353 1.060 1.658
C -0.874 0.562 1.388
C -2.105 1.314 1.821
O -0.928 -0.506 0.840
H -0.575 2.238 3.984
H 0.670 3.492 3.987
H 1.126 1.791 4.133
H -0.097 3.094 1.636
H 1.581 2.631 1.842
H -2.402 0.940 2.801
H -2.897 1.092 1.110
H -1.977 2.391 1.883
C 3.452 0.009 1.972
C 4.421 1.146 1.737
O 4.941 1.681 2.961
C 6.014 1.155 3.595
C 6.571 -0.174 3.140
O 6.460 1.742 4.540
H 3.942 -0.848 2.434
H 3.012 -0.313 1.028
H 2.643 0.329 2.627
H 5.231 0.864 1.064
H 3.911 1.993 1.277
H 6.093 -0.958 3.728
H 7.634 -0.181 3.363
H 6.423 -0.394 2.087
*
```